# 1
Density functional theory data (wB97M-V/def2-TZVPD) for a structure of composition C40H44NPRhSSi.

Output
Calculated total energy ... -2744.7914 Eh
HOMO level ... -10.79 eV
Lowest unoccupied orbital energy ... -4.13 eV
Relative energy (zero: lowest compared OMol25 entry of this formula, charge and spin) ... 157.3 kJ/mol
Charge ... +1
Strongest force on any atom ... 1.384 eV/Å

Cartesian coordinates (Å):
1 Rh -0.707 0.296 0.022
2 S -4.140 0.606 2.699
3 P 0.671 -0.921 1.617
4 Si 0.688 0.732 -1.819
5 N -2.794 -0.021 0.636
6 C -0.326 -2.146 4.072
7 C 2.876 -1.207 3.440
8 C -4.485 -0.925 1.967
9 C -3.875 -2.180 0.016
10 C -0.867 3.422 -0.185
11 C 2.129 -3.343 -3.584
12 C -0.369 1.526 -3.132
13 C 3.297 1.586 -2.447
14 C -2.034 4.554 1.599
15 C -2.483 2.319 -4.019
16 C -0.477 2.547 -5.327
17 C -3.689 -1.080 0.844
18 C 0.257 1.947 -4.311
19 C -2.956 0.921 1.503
20 C -0.441 -0.982 3.086
21 C -0.367 0.375 3.801
22 C -1.748 1.717 -3.005
23 C 2.459 -1.500 -2.075
24 C 2.707 0.938 2.159
25 C 2.435 2.655 -0.483
26 C 0.804 -2.531 0.734
27 C 1.233 -0.936 -2.455
28 C -0.513 -2.833 0.016
29 C -1.251 4.594 0.460
30 C 2.907 -2.690 -2.635
31 C -5.435 -1.876 2.342
32 C 4.622 3.237 -1.304
33 C 1.308 -3.762 1.484
34 C -1.285 2.195 0.311
35 C 0.907 -2.806 -3.970
36 C 2.413 -0.562 2.127
37 C -2.221 2.187 1.348
38 C 4.464 2.333 -2.345
39 C -1.846 2.736 -5.179
40 C -5.581 -2.984 1.538
41 C 3.606 3.397 -0.374
42 C 2.250 1.736 -1.521
43 C -2.532 3.337 2.045
44 C 0.464 -1.613 -3.410
45 C -4.817 -3.124 0.371
46 H -0.485 -1.192 -3.732
47 H -1.246 0.504 4.437
48 H 1.419 -4.575 0.761
49 H -0.906 5.547 0.077
50 H 5.249 2.209 -3.082
51 H -0.462 -3.110 3.591
52 H -6.312 -3.740 1.797
53 H -0.859 -1.984 -0.587
54 H 2.433 -0.704 4.301
55 H 1.542 -2.283 -0.026
56 H 0.620 -2.153 4.610
57 H 3.203 0.876 -3.262
58 H -0.385 -3.666 -0.680
59 H 2.376 1.427 1.249
60 H -3.206 3.293 2.897
61 H -3.551 2.466 -3.903
62 H -0.226 3.486 -1.056
63 H 1.326 1.810 -4.443
64 H 3.725 4.096 0.446
65 H -3.310 -2.264 -0.905
66 H -0.335 1.215 3.104
67 H 0.306 -3.309 -4.719
68 H 3.866 -3.101 -2.343
69 H 0.515 0.433 4.439
70 H 0.022 2.870 -6.233
71 H -1.125 -2.037 4.810
72 H 2.982 -1.000 1.300
73 H 3.083 -0.985 -1.347
74 H 3.960 -1.090 3.520
75 H -1.435 -1.062 2.628
76 H 1.664 2.795 0.257
77 H 2.653 -2.268 3.512
78 H 5.537 3.810 -1.217
79 H 3.785 1.100 2.254
80 H -4.974 -3.985 -0.268
81 H -2.259 1.397 -2.102
82 H 0.617 -4.102 2.251
83 H -6.045 -1.743 3.226
84 H -2.288 5.471 2.114
85 H 2.284 -3.604 1.938
86 H -1.304 -3.092 0.723
87 H 2.222 1.421 3.010
88 H -2.415 3.214 -5.968
89 H 2.483 -4.262 -4.036



# 2
Density functional theory data (wB97M-V/def2-TZVPD) for the molecule C4H7N3O2.

Output
Calculated total energy ... -471.3565 Eh
HOMO level ... -9.16 eV
SMILES ... [H]/N=C(/C/N=C\N)C(=O)O
Lowest unoccupied orbital energy ... 0.50 eV
Relative energy (zero: lowest compared OMol25 entry of this formula, charge and spin) ... 122.3 kJ/mol
Charge ... 0
Strongest force on any atom ... 2.444 eV/Å

Cartesian coordinates (Å):
1 O 0.248 2.573 -0.190
2 O 1.127 1.047 1.216
3 N 1.628 -1.461 -0.353
4 N -0.739 -1.315 -0.768
5 N -2.213 1.332 0.044
6 C 0.240 1.405 0.471
7 C -1.125 0.661 0.281
8 C -1.082 -0.813 0.564
9 C 0.494 -1.482 -1.095
10 H 0.696 -1.809 -2.128
11 H 1.110 2.984 0.025
12 H -0.368 -1.068 1.351
13 H 1.590 -1.221 0.631
14 H 2.442 -1.969 -0.675
15 H -1.967 2.299 -0.207
16 H -2.082 -1.164 0.832



# 3
Density functional theory data (wB97M-V/def2-TZVPD) for a structure of composition C14H28F6N4O10S2Tl.

Output
Calculated total energy ... -3089.2034 Eh
HOMO level ... -11.41 eV
Lowest unoccupied orbital energy ... -9.76 eV
Charge ... +1
Strongest force on any atom ... 4.176 eV/Å

Cartesian coordinates (Å):
1 Tl -20.612 -19.890 -2.969
2 S -25.534 -19.052 -4.455
3 S -16.160 -22.777 -6.121
4 F -15.537 -23.840 -8.490
5 F -17.291 -22.412 -8.507
6 F -17.429 -24.516 -7.804
7 F -27.591 -19.153 -2.734
8 F -27.682 -17.444 -3.952
9 F -26.238 -17.569 -2.286
10 O -17.379 -22.082 -5.563
11 O -24.993 -20.207 -3.705
12 O -21.544 -15.467 -1.288
13 O -21.633 -21.120 -7.335
14 O -19.122 -16.731 -6.171
15 O -15.015 -21.854 -6.294
16 O -24.464 -18.071 -4.493
17 O -21.639 -24.430 -2.991
18 O -26.089 -19.249 -5.831
19 O -15.730 -23.951 -5.376
20 N -19.481 -15.288 -7.880
21 N -22.478 -22.498 -8.883
22 N -22.636 -26.104 -1.915
23 N -23.070 -14.836 0.177
24 C -23.749 -13.815 0.990
25 C -26.856 -18.232 -3.278
26 C -16.636 -23.425 -7.853
27 C -20.632 -26.492 -3.176
28 C -23.745 -25.255 -1.414
29 C -21.959 -21.394 -8.503
30 C -21.940 -14.628 -0.508
31 C -20.851 -14.924 -7.626
32 C -17.420 -16.555 -7.852
33 C -21.695 -20.339 -9.604
34 C -18.769 -16.177 -7.226
35 C -22.793 -23.645 -8.079
36 C -21.046 -13.371 -0.205
37 C -21.682 -25.614 -2.670
38 H -20.794 -27.545 -2.946
39 H -24.647 -25.822 -1.647
40 H -23.643 -25.170 -0.332
41 H -24.806 -14.080 0.958
42 H -22.798 -22.553 -9.839
43 H -20.513 -26.321 -4.246
44 H -23.712 -24.251 -1.836
45 H -22.506 -27.096 -1.781
46 H -17.317 -17.634 -7.959
47 H -21.888 -23.975 -7.571
48 H -22.395 -19.504 -9.583
49 H -20.837 -13.231 0.855
50 H -23.588 -23.601 -7.334
51 H -19.207 -15.099 -8.833
52 H -21.285 -14.229 -8.344
53 H -23.367 -13.789 2.010
54 H -21.766 -20.700 -10.630
55 H -16.724 -16.114 -7.139
56 H -20.942 -14.588 -6.593
57 H -23.578 -15.704 0.084
58 H -17.236 -16.160 -8.852
59 H -20.676 -19.980 -9.460
60 H -21.452 -12.419 -0.549
61 H -22.916 -24.548 -8.676
62 H -19.702 -26.167 -2.709
63 H -21.386 -15.853 -7.827
64 H -23.573 -12.830 0.556
65 H -20.050 -13.463 -0.638



# 4
Density functional theory data (wB97M-V/def2-TZVPD) for a cluster of 2 separate species, C2H6O3S2 in total.

Output
Calculated total energy ... -1101.8177 Eh
HOMO level ... -9.13 eV
Lowest unoccupied orbital energy ... -0.62 eV
Relative energy (zero: lowest compared OMol25 entry of this formula, charge and spin) ... 154.9 kJ/mol
Charge ... 0
Strongest force on any atom ... 6.492 eV/Å

Cartesian coordinates (Å):
1 S 0.592 -1.550 0.289
2 S 2.299 0.925 2.157
3 O 2.725 2.094 1.392
4 O 1.458 -0.133 -0.011
5 O 0.994 1.068 2.766
6 C -0.890 -1.062 1.230
7 C 1.115 0.813 -1.012
8 H -0.684 -0.629 2.294
9 H 1.446 0.282 -2.016
10 H 0.104 0.994 -1.239
11 H 1.682 1.599 -0.779
12 H -1.350 -1.949 1.459
13 H -1.556 -0.545 0.509



# 5
Density functional theory data (wB97M-V/def2-TZVPD) for a structure of composition CH22F3Na3O14S.

Output
Calculated total energy ... -2289.2081 Eh
Multiplicity ... 2
HOMO level (alpha / beta) ... -6.58 / -12.86 eV
Lowest unoccupied orbital energy (alpha / beta) ... -3.19 / -3.37 eV
Charge ... +1
Strongest force on any atom ... 2.730 eV/Å

Cartesian coordinates (Å):
1 S -0.205 0.449 -0.862
2 Na -0.151 4.005 -1.589
3 Na 0.572 -0.819 -3.941
4 Na -3.695 -0.727 -1.775
5 F 0.059 -2.038 0.204
6 F -1.269 -0.684 1.312
7 F 0.888 -0.321 1.373
8 O 0.867 0.140 -1.848
9 O 3.502 1.061 0.487
10 O 0.036 1.752 -0.247
11 O -0.575 -4.772 0.861
12 O 2.165 3.141 -2.526
13 O -1.177 2.475 -3.696
14 O -0.188 0.788 4.268
15 O -1.548 0.149 -1.482
16 O -3.796 -2.107 0.227
17 O 2.178 -2.151 -2.483
18 O -2.130 -1.702 4.571
19 O -1.699 2.983 1.576
20 O 1.457 -4.551 -1.304
21 O 1.655 4.093 0.129
22 C -0.130 -0.785 0.649
23 H 2.548 3.750 0.086
24 H -1.234 -1.366 4.611
25 H 0.027 -4.444 1.529
26 H 3.787 1.723 -0.143
27 H 1.540 -3.692 -1.718
28 H -1.937 3.175 0.669
29 H -2.168 -2.185 3.746
30 H 1.039 -4.372 -0.462
31 H -3.425 -1.678 0.999
32 H 2.988 3.255 -2.051
33 H 1.914 2.233 -2.355
34 H 1.998 -1.247 -2.224
35 H 3.010 -2.361 -2.060
36 H 1.140 3.376 0.499
37 H -1.906 3.034 -3.967
38 H 0.565 0.200 4.308
39 H -4.093 -2.959 0.546
40 H -1.583 1.634 -3.489
41 H -1.976 3.757 2.066
42 H -1.444 -4.536 1.184
43 H -0.410 0.832 3.338
44 H 2.804 1.487 0.984



# 6
Density functional theory data (wB97M-V/def2-TZVPD) for a cluster of 5 separate species, C17H19BrCl8F9N2O4S in total.

Output
Calculated total energy ... -8622.1728 Eh
HOMO level ... -5.05 eV
Lowest unoccupied orbital energy ... 1.98 eV
Charge ... -1
Strongest force on any atom ... 4.801 eV/Å

Cartesian coordinates (Å):
1 Br 1.666 1.232 5.838
2 Cl -8.837 -1.206 1.000
3 Cl 1.451 -3.608 -6.600
4 Cl 8.949 5.719 -4.453
5 Cl 6.991 1.540 -3.682
6 Cl -7.479 -1.553 -1.561
7 Cl 0.745 -0.776 -6.660
8 Cl 4.817 3.424 -3.192
9 Cl 6.776 7.606 -3.966
10 S -4.929 -1.894 0.907
11 F 2.209 -4.069 -0.704
12 F 1.238 -3.675 1.854
13 F 1.449 0.173 -2.641
14 F 3.436 -0.610 -2.024
15 F 2.009 -2.684 -2.664
16 F 0.139 -1.870 -1.827
17 F 3.001 -2.297 0.330
18 F -0.250 -3.804 0.193
19 F 2.011 0.175 -0.522
20 O 1.401 -0.943 4.163
21 O -0.608 1.303 1.257
22 O 0.051 2.274 3.129
23 O -3.506 1.316 1.365
24 N -3.154 -1.462 3.119
25 N -1.988 -0.856 2.587
26 C 0.588 -2.301 -5.778
27 C 2.116 -0.531 -1.672
28 C -1.009 -1.932 2.404
29 C 0.690 -2.968 0.768
30 C -8.723 -0.662 -0.677
31 C 1.856 -2.787 -0.276
32 C 7.196 5.945 -4.404
33 C 0.712 -0.150 4.747
34 C -0.634 1.317 2.512
35 C -3.400 2.025 2.603
36 C 5.237 1.764 -3.631
37 C -0.843 -0.069 4.769
38 C -2.772 1.211 3.793
39 C -4.050 -1.628 2.262
40 C -1.521 0.295 3.360
41 C 0.108 -1.630 1.333
42 C 1.480 -1.975 -1.583
43 H 6.785 5.725 -5.385
44 H -4.461 2.292 2.916
45 H -0.505 -2.322 3.330
46 H 6.774 5.268 -3.666
47 H -8.472 0.396 -0.688
48 H 4.816 1.088 -2.894
49 H -9.682 -0.820 -1.164
50 H 4.825 1.545 -4.612
51 H -0.420 -1.136 0.460
52 H -1.587 -2.816 1.996
53 H -1.170 0.608 5.600
54 H -2.877 3.017 2.484
55 H -1.227 -1.098 5.055
56 H -0.465 -2.562 -5.710
57 H -2.299 1.985 4.472
58 H -3.048 1.871 0.712
59 H 1.004 -2.177 -4.783
60 H -3.506 0.667 4.442
61 H 0.898 -0.909 1.659